# 1
{
  "formula": "C3H10OS",
  "method": "wB97M-V/def2-TZVPD",
  "elements": ["C", "C", "S", "C", "H", "H", "H", "H", "H", "H", "H", "H", "O", "H", "H"],
  "xyz": [[-1.457, -0.015, 1.156], [-0.104, -0.269, 0.451], [0.267, 0.873, -0.899], [0.655, 2.362, 0.108], [-1.763, -1.031, 1.395], [-1.500, 0.643, 2.021], [-2.182, 0.397, 0.459], [0.671, -0.393, 1.184], [-0.175, -1.256, -0.003], [-0.038, 3.124, -0.225], [1.715, 2.519, 0.211], [0.333, 2.101, 1.117], [1.619, -3.001, -2.419], [1.084, -3.638, -1.924], [0.874, -2.416, -2.633]],
  "nbo_charge": [-0.63, -0.53, 0.17, -0.74, 0.21, 0.21, 0.21, 0.21, 0.21, 0.23, 0.23, 0.21, -0.92, 0.46, 0.46],
  "energy_ev": -16155.2915,
  "gap_ev": 9.2,
  "smiles": "CCSC.O",
  "homo_ev": -8.576,
  "relative_energy_ev": 0.574,
  "largest_force_ev_per_a": 1.85
}

---

# 2
{
  "formula": "C3H9N3",
  "method": "wB97M-V/def2-TZVPD",
  "elements": ["H", "N", "C", "N", "N", "C", "C", "H", "H", "H", "H", "H", "H", "H", "H"],
  "xyz": [[2.773, -0.603, 0.066], [2.347, -0.705, 0.977], [1.079, -0.713, 0.878], [0.199, -1.219, 1.856], [0.378, -0.311, -0.262], [-0.861, 0.461, -0.164], [-1.041, 1.326, -1.479], [-0.551, -1.658, 1.346], [0.705, -1.924, 2.373], [0.921, -0.003, -1.049], [-0.752, 1.146, 0.675], [-1.764, -0.133, -0.050], [-1.485, 0.615, -2.168], [-0.085, 1.728, -1.788], [-1.862, 1.993, -1.211]],
  "nbo_charge": [0.34, -0.77, 0.59, -0.83, -0.66, -0.20, -0.62, 0.37, 0.39, 0.38, 0.18, 0.18, 0.21, 0.21, 0.22],
  "energy_ev": -7726.9438,
  "gap_ev": 9.6,
  "smiles": "[H]/N=C(/N)NCC",
  "homo_ev": -8.710,
  "relative_energy_ev": 0.630,
  "largest_force_ev_per_a": 3.01
}

---

# 3
{
  "formula": "C20H18BF24NO7",
  "method": "wB97M-V/def2-TZVPD",
  "elements": ["F", "C", "F", "C", "F", "F", "C", "O", "C", "F", "F", "C", "F", "F", "H", "H", "H", "H", "F", "C", "F", "C", "F", "F", "C", "O", "C", "F", "F", "C", "F", "F", "H", "H", "H", "H", "F", "C", "F", "C", "F", "F", "C", "O", "C", "F", "F", "C", "F", "F", "H", "H", "H", "H", "C", "C", "C", "B", "N", "O", "C", "O", "O", "C", "O", "H", "H", "H", "H", "H", "H"],
  "xyz": [[-2.445, -1.649, 0.521], [-1.402, -0.995, 1.064], [-0.400, -1.881, 1.277], [-1.798, -0.379, 2.413], [-2.108, -1.341, 3.295], [-0.645, 0.236, 2.856], [-2.869, 0.716, 2.400], [-4.171, 0.302, 2.755], [-5.069, -0.135, 1.830], [-4.603, -0.037, 0.572], [-6.171, 0.650, 1.912], [-5.544, -1.565, 2.132], [-4.505, -2.418, 2.123], [-6.411, -1.932, 1.158], [-1.046, -0.227, 0.370], [-2.574, 1.403, 3.192], [-2.852, 1.269, 1.461], [-6.044, -1.600, 3.100], [-10.332, 1.596, -2.828], [-10.437, 2.847, -2.340], [-10.039, 3.714, -3.297], [-9.536, 3.024, -1.112], [-8.244, 2.901, -1.468], [-9.746, 4.319, -0.716], [-9.842, 2.162, 0.117], [-9.040, 1.015, 0.288], [-9.388, -0.199, -0.225], [-10.599, -0.182, -0.809], [-9.449, -1.078, 0.805], [-8.311, -0.730, -1.183], [-8.149, 0.123, -2.214], [-8.719, -1.923, -1.672], [-11.479, 3.054, -2.084], [-9.594, 2.799, 0.965], [-10.907, 1.934, 0.177], [-7.368, -0.851, -0.653], [8.864, -4.400, -1.126], [10.100, -4.512, -1.656], [10.625, -5.693, -1.268], [11.003, -3.382, -1.151], [11.184, -3.498, 0.178], [12.207, -3.600, -1.765], [10.608, -1.947, -1.517], [9.933, -1.215, -0.514], [8.579, -1.205, -0.407], [7.972, -1.879, -1.401], [8.163, 0.085, -0.490], [8.120, -1.712, 0.969], [8.531, -2.976, 1.161], [6.765, -1.690, 1.005], [10.033, -4.493, -2.747], [11.554, -1.424, -1.646], [10.082, -1.917, -2.471], [8.517, -1.068, 1.755], [5.170, 0.941, 0.133], [4.430, 2.190, -0.192], [3.125, 2.455, -0.204], [1.945, 1.471, 0.142], [1.600, 0.352, -0.739], [1.243, 1.661, 1.287], [2.971, 3.873, -0.638], [1.987, 4.522, -0.748], [4.222, 4.390, -0.930], [5.159, 3.430, -0.616], [6.325, 3.632, -0.698], [5.324, 0.344, -0.768], [6.147, 1.177, 0.551], [4.621, 0.346, 0.864], [2.003, 0.472, -1.662], [1.966, -0.535, -0.403], [0.760, 0.862, 1.529]],
  "mulliken_charge": [-0.22, -0.01, -0.28, 0.99, -0.28, -0.35, -0.83, -0.39, 0.91, -0.31, -0.32, 0.15, -0.23, -0.23, 0.34, 0.42, 0.34, 0.25, -0.22, 0.06, -0.26, 0.90, -0.26, -0.34, -0.77, -0.31, 0.81, -0.30, -0.30, 0.60, -0.24, -0.28, 0.29, 0.40, 0.31, -0.12, -0.22, 0.07, -0.26, 0.88, -0.27, -0.33, -0.71, -0.39, 0.85, -0.30, -0.30, 0.19, -0.23, -0.24, 0.29, 0.38, 0.33, 0.26, -1.18, 0.60, 0.19, 0.41, -0.49, -0.56, 0.34, -0.51, -0.32, 0.24, -0.52, 0.29, 0.37, 0.39, 0.24, 0.23, 0.32],
  "energy_ev": -102753.5331,
  "gap_ev": 9.9,
  "smiles": "FC(F)C(F)(F)COC(F)(F)C(F)F.FC(F)C(F)(F)COC(F)(F)C(F)F.FC(F)C(F)(F)COC(F)(F)C(F)F.CC1=C(B(N)O)C(=O)OC1=O",
  "homo_ev": -10.562,
  "largest_force_ev_per_a": 0.87
}

---

# 4
{
  "formula": "C8H16NS",
  "method": "wB97M-V/def2-TZVPD",
  "elements": ["C", "C", "C", "C", "C", "C", "C", "C", "N", "S", "H", "H", "H", "H", "H", "H", "H", "H", "H", "H", "H", "H", "H", "H", "H", "H"],
  "xyz": [[0.732, 2.824, -0.026], [-0.289, 2.112, -0.475], [1.728, 2.028, 0.735], [1.470, 0.528, 0.453], [-0.886, -1.446, 0.212], [-2.625, -0.018, -0.756], [2.658, -1.973, -0.229], [-1.332, -0.007, 0.193], [-0.272, 0.688, -0.478], [2.775, -0.131, -0.479], [0.765, 3.915, -0.046], [-1.148, 2.550, -0.720], [2.731, 2.385, 0.682], [1.619, 2.370, 1.776], [1.190, -0.108, 1.361], [-0.652, -1.874, -0.724], [-0.073, -1.529, 0.859], [-1.581, -2.082, 0.583], [-2.400, -0.563, -1.667], [-2.864, 0.959, -0.989], [-3.461, -0.302, -0.121], [3.711, -2.138, -0.272], [2.218, -2.493, -1.066], [2.051, -2.184, 0.612], [-1.431, 0.442, 1.116], [-0.163, 0.375, -1.454]],
  "nbo_charge": [-0.12, -0.07, -0.53, -0.16, -0.61, -0.61, -0.70, -0.05, -0.44, 0.36, 0.25, 0.21, 0.27, 0.26, 0.24, 0.22, 0.19, 0.24, 0.22, 0.21, 0.25, 0.25, 0.23, 0.23, 0.22, 0.42],
  "energy_ev": -20871.7162,
  "gap_ev": 9.7,
  "charge": 1,
  "homo_ev": -13.101,
  "relative_energy_ev": 2.480,
  "largest_force_ev_per_a": 4.89
}

---

# 5
{
  "formula": "C5H12N2S",
  "method": "wB97M-V/def2-TZVPD",
  "elements": ["C", "C", "C", "C", "C", "H", "H", "H", "H", "H", "H", "H", "H", "H", "H", "H", "H", "N", "N", "S"],
  "xyz": [[2.747, -1.088, -0.582], [1.055, 0.193, 1.291], [-2.083, -0.287, -0.609], [-2.859, -1.047, 0.217], [-2.420, 1.327, -0.247], [2.891, -1.384, 0.561], [4.096, -0.982, -0.961], [2.033, -1.788, -1.268], [1.428, 0.502, 2.354], [-0.044, 0.334, -1.138], [-2.236, -0.194, -1.717], [-3.909, -0.825, 0.118], [-2.686, -2.160, 0.288], [-2.809, -0.820, 1.231], [-3.745, 1.391, 0.299], [-2.286, 1.676, -1.704], [-1.338, 2.143, 0.527], [-0.104, -0.308, 0.918], [-0.569, -0.226, -0.347], [2.167, 0.704, -0.188]],
  "nbo_charge": [-0.77, -0.16, -0.07, -0.67, -0.65, 0.24, 0.23, 0.25, 0.24, 0.39, 0.22, 0.23, 0.23, 0.24, 0.23, 0.18, 0.26, -0.22, -0.45, 0.05],
  "energy_ev": -19185.0696,
  "gap_ev": 8.7,
  "homo_ev": -8.224,
  "relative_energy_ev": 9.646,
  "largest_force_ev_per_a": 8.62
}

---

# 6
{
  "formula": "C5H8N2O",
  "method": "wB97M-V/def2-TZVPD",
  "elements": ["C", "C", "C", "C", "C", "H", "H", "H", "H", "H", "H", "H", "H", "N", "N", "O"],
  "xyz": [[0.023, -1.391, -0.572], [0.780, -0.603, 0.350], [1.981, 0.335, 0.291], [0.629, 0.782, -0.351], [-0.963, 0.773, -0.314], [-2.458, 0.023, 1.025], [0.044, -2.571, -0.214], [0.228, -1.393, -1.804], [0.424, -0.687, 1.473], [2.088, 0.441, 1.625], [3.068, 0.663, -0.173], [1.150, 1.006, -1.629], [-1.540, 2.513, 0.456], [-1.246, -0.568, -0.437], [-1.871, 1.625, -0.147], [-2.336, -0.948, 0.421]],
  "nbo_charge": [-0.24, -0.27, -0.39, -0.36, 0.43, 0.47, 0.23, 0.24, 0.24, 0.20, 0.28, 0.23, 0.37, -0.17, -0.71, -0.55],
  "energy_ev": -10331.9685,
  "gap_ev": 8.9,
  "homo_ev": -8.441,
  "relative_energy_ev": 10.758,
  "largest_force_ev_per_a": 5.76
}

---

# 7
{
  "formula": "C5H8O",
  "method": "wB97M-V/def2-TZVPD",
  "elements": ["O", "C", "C", "C", "C", "C", "H", "H", "H", "H", "H", "H", "H", "H"],
  "xyz": [[1.317, -0.336, 1.419], [0.409, -0.092, 0.385], [-1.043, -0.201, 0.813], [-0.776, 0.273, -1.154], [0.241, 1.199, -0.417], [0.248, -0.880, -0.916], [2.208, -0.227, 1.061], [-1.402, 0.574, 1.495], [-1.395, -1.205, 1.063], [-1.693, 0.060, -0.274], [1.072, 1.455, -1.084], [-0.137, 2.088, 0.096], [-0.126, -1.907, -0.862], [1.078, -0.801, -1.626]],
  "nbo_charge": [-0.70, 0.20, -0.45, -0.09, -0.50, -0.49, 0.47, 0.22, 0.22, 0.27, 0.21, 0.21, 0.21, 0.21],
  "energy_ev": -7357.0734,
  "gap_ev": 9.1,
  "homo_ev": -8.305,
  "relative_energy_ev": 5.182,
  "largest_force_ev_per_a": 0.29
}